DFT (ωB97M-V/def2-TZVPD) results for a structure of composition C40H98N8O12.

XYZ file:
```
158
Properties=species:S:1:pos:R:3
H -0.0540 -3.7177 0.8773
C -0.0803 -0.3905 -3.1657
C -3.8208 -2.9672 -6.9566
H 0.9699 -1.2483 4.3853
H 6.1612 -3.6295 -2.6809
H 0.7543 7.2986 2.0892
H 3.1060 7.2049 2.8009
H -0.0118 8.6820 -0.3020
O 2.7833 3.1511 4.5291
H 3.1641 -3.7746 1.5434
H 3.8373 3.9236 2.3713
H 1.1912 -3.1010 -4.4677
H 0.0362 -2.2439 3.2635
H 4.7663 2.3413 4.5712
H 2.9445 -2.4716 4.4373
C 4.8287 5.4714 1.0757
H 3.8997 -1.1228 4.1064
C 2.1807 -2.1378 -2.0237
O -5.1311 2.9451 4.1903
C 3.3450 -1.8494 -2.9786
H -4.6503 -3.6697 -6.8761
H -1.7658 -0.3407 6.0798
C 5.3918 -3.0618 -3.2043
H 4.1862 1.7322 0.3085
O 0.7532 1.3678 0.9048
H 1.2319 -1.0097 1.8217
H -3.5592 -2.9345 -4.8694
H -2.3870 0.8374 -0.2375
C -0.5856 -5.5606 -1.9042
C 2.5309 -2.8978 1.6792
C 1.5191 7.3234 1.3130
H -0.6244 -5.4367 0.9138
H 3.5269 -1.9913 -0.5157
C -2.3175 2.8450 -0.3575
C 3.5279 -2.0297 3.6295
C -2.0184 -1.8798 -1.2662
H 1.6330 3.4616 2.9076
N 2.5291 -1.8501 -0.5836
N -2.2686 -4.2976 -0.7764
H -1.7984 -2.0150 5.6352
H -5.0828 -0.0183 -7.7782
C -5.2238 -1.0902 -7.6394
H -2.1005 -2.7621 1.5712
C -0.8142 -4.4242 -0.9304
C 1.6768 -2.4426 0.4619
H 2.5465 1.8920 0.8971
O -4.1011 -1.5245 -6.9483
O 1.0049 6.9488 0.0118
H -1.0959 -0.7831 -3.1155
H 1.0884 -3.2664 0.0580
H -0.2752 -3.1455 -2.7937
H -0.9586 -6.5281 -1.5682
H 2.9896 -0.7638 0.6563
O 2.9059 -1.7050 2.3354
H 1.0760 -1.5679 0.7113
H -3.1789 -1.5244 1.0989
H 5.5817 5.4798 0.2877
N -1.6843 -2.3400 -5.6160
C 0.6666 -0.3009 2.4268
H -1.0066 -5.3110 -2.8781
H 3.0653 1.9137 -0.8722
H 0.7927 1.1944 4.7629
H -0.1787 -0.1115 1.7652
H -2.4148 -1.8249 -2.2801
C -0.0001 3.4942 0.1685
C -5.9444 2.9277 5.3320
C -1.1711 -1.1239 5.6097
C -2.8417 -2.9697 -0.6025
O 4.3433 -2.6794 -2.4276
C -0.8829 -2.9519 -4.6115
C 1.5557 0.6172 0.5024
C 0.7895 1.6756 3.7848
H -0.0825 -1.7901 -0.2356
C 1.5618 3.0553 3.9165
N 1.3015 0.9756 2.6902
H 1.3011 -1.5888 -2.3599
H 4.3571 -2.7149 3.4537
N 1.4526 -0.0267 -0.6016
H -3.4040 -3.0671 -7.9588
H -0.1901 0.1702 -4.0940
C 0.1744 -1.2305 3.6404
H -0.2269 2.0576 3.6898
C 3.2458 2.2589 0.1458
C -0.0945 -3.2372 -1.7227
H -5.9047 3.7783 6.0125
H -2.7223 3.7053 0.1756
H -0.0211 -1.1628 -1.8450
H -1.8178 1.7326 1.2515
C -0.4940 -1.9323 -1.2348
H 0.4592 -5.8306 -2.0581
H 0.0332 7.4054 -1.5693
H 4.0835 2.7254 2.9951
H -1.7558 -1.3590 -5.3867
H -3.1051 2.4164 2.7922
H -4.0925 -3.3528 -2.2996
H 3.3395 6.2556 0.0155
O 3.6023 3.6191 0.2594
H 3.1992 -2.2001 -4.0003
H -0.2440 4.4730 0.5814
H 6.0148 -2.3217 -3.7065
O -2.9008 -5.3887 -0.0464
H -4.1095 0.4584 1.4949
H -2.7549 -5.1670 0.8762
H 5.1995 3.4142 1.5392
C -4.0588 2.3217 2.2730
H -6.0959 2.1512 6.0818
H 0.8901 3.7411 4.4329
H -2.3850 -0.9457 -0.8406
H 1.5883 8.4056 1.4238
H -1.3898 -2.9046 -3.6477
H -1.1193 7.3482 -0.1421
H -0.3088 -1.2353 6.2671
N 2.6937 0.1453 0.9820
H 0.9805 -3.3128 -1.5592
H -5.1160 0.9984 3.6627
H -4.8715 -3.6894 -0.7820
C 2.8172 6.6439 1.9121
O -0.9741 3.1579 -0.8070
C -2.8863 -3.1959 -5.6860
H 3.6763 -0.8267 -3.1587
C -2.5706 1.6480 0.4677
H 2.4813 5.6601 2.2398
C -0.1309 7.6193 -0.5131
H -6.1463 1.8894 2.6840
N 3.7280 6.5343 0.9052
H 0.8375 -1.6788 -5.3980
H 1.2743 1.5754 1.8781
C 3.8422 2.3610 3.9936
H 2.2748 -0.5159 -0.9254
H 3.5382 1.3190 3.8931
C -4.1681 -3.0125 -1.2668
H 0.6066 0.0062 -1.1523
H -3.7577 -3.2123 1.3587
H -4.2144 3.3267 1.8808
C -2.9718 -2.5829 0.9412
C -5.1819 1.9757 3.1845
H 0.8765 -5.1598 0.4052
C -0.0954 -4.6697 0.3481
H 4.8318 -3.6163 -3.9573
H -2.9297 2.6775 -1.2436
C 4.3317 4.0609 1.4096
H -6.0218 -1.3182 -6.9328
H -4.6130 -2.0264 -1.4006
O 0.7654 -1.5149 -3.4333
H 1.7725 -3.1786 2.4100
H -5.2364 -1.6228 -8.5903
C 0.5013 -2.2601 -4.5393
N -3.9123 1.3745 1.1181
O -0.9904 -0.6415 4.2713
H 0.4080 0.0594 -2.3013
H 1.9355 -3.1990 -2.0666
H -6.9183 2.9161 4.8426
H -0.6542 -3.9821 -4.8844
H 1.0051 3.6730 -0.2131
H -2.7575 -4.2730 -5.5803
H 0.0660 2.7170 0.9299
H 2.9650 0.5034 1.8866
H 5.5300 5.6935 1.8800
```

Output
DFT total energy: -2922.445616 Eh
HOMO level: -6.797 eV
Multiplicity: 1
Maximum force: 11.40 eV/A

---

DFT (ωB97M-V/def2-TZVPD) results for a cluster of 10 separate species, C40H99BN9O17 in total.

XYZ file:
```
166
Properties=species:S:1:pos:R:3
N 3.4061 -4.8521 0.2304
H -4.9869 8.4381 4.5864
H 0.6562 -3.7190 -4.8380
H 0.6752 4.5757 0.2159
H 3.7089 -3.2957 -6.1840
H 5.0317 -2.9269 -0.6339
N -6.8193 -1.3751 -1.7976
C -0.5886 5.9772 -5.1828
H -7.6413 -1.9362 -1.5981
C -0.0473 -1.7583 0.5228
N -4.0943 8.9039 4.7231
H 2.5629 -3.1099 4.0726
H 3.1551 -1.0116 2.0495
H 4.6665 6.9793 1.9609
C -1.0524 -1.4122 -0.6201
H -4.3000 -2.5247 5.8756
H 3.1506 0.8938 1.1376
H 2.6911 -4.3352 0.7384
H 3.8884 -8.4632 2.1265
C -1.6275 2.4743 -1.9652
H 3.0824 -4.8272 -0.7341
H 3.8048 -2.6474 0.3302
O 3.8022 0.6364 3.1325
H -5.6289 -2.0808 4.7739
H 1.8410 3.3462 -0.1327
N 3.4280 7.8077 -1.0211
H -6.6239 -3.5113 1.5214
C 4.4798 7.6092 1.0846
H -3.7379 8.3728 8.0610
H 0.5378 -6.1300 -4.1348
C 1.2957 -5.4358 -3.7658
H -5.2235 8.1319 7.1504
C -6.1733 -1.8350 -3.0110
O -2.2434 6.4829 4.7418
H 2.5418 8.2280 -0.7684
H 3.9179 -0.2013 -0.4194
C -0.9376 2.2970 1.9082
C 3.2268 -0.6527 3.0872
O -1.5961 -0.2719 -0.2934
H 0.7240 3.9255 -1.4526
H 0.0379 5.2297 -5.6775
C 4.4728 -8.9545 1.3392
C 1.1346 -0.7876 -3.1821
H -0.1954 -4.2672 -2.6795
H -6.6264 -2.0940 -5.0993
H 3.7777 -6.2793 1.7308
H 1.5372 -4.1483 -2.2243
H 5.4276 8.0174 0.7434
H -4.4331 -4.5196 2.1065
H -3.3614 -2.6714 0.0781
H -2.6537 6.6639 6.7942
O 2.2689 5.2070 -0.8845
H 1.7908 -4.8798 -5.7242
O -2.7002 1.8815 3.5471
H -0.6100 2.1284 -2.1883
H -4.1489 -1.0595 4.9056
O -2.1043 3.5845 -2.6993
H 0.5729 0.0676 -3.5523
O -4.1950 -2.0307 -4.3010
C -7.1320 -1.7528 -4.1952
O -0.0172 -0.7489 1.4180
H 3.8716 2.3272 2.0067
H 1.1627 -6.0404 1.3161
H -5.3483 -1.8474 2.6450
C -2.0630 1.4736 2.6131
C -1.8118 5.1269 4.8921
H 1.2469 -1.4701 -4.0349
H 0.4732 -1.3975 -2.5567
H -3.6442 8.8746 3.8205
H -1.1312 6.5191 -5.9617
C -1.7206 5.2752 -4.4117
O -1.3286 -2.1745 -1.5002
H -3.4667 -4.3624 -0.1610
O 2.3737 -0.5090 -2.5942
H -4.7238 -0.2153 -3.4852
H 4.0010 -2.1699 -4.9564
H 0.0496 6.6620 -4.6290
H -0.9575 4.9837 4.2338
C -3.0768 6.8263 5.7904
C -4.3922 -2.3771 2.5511
H 4.8461 0.1206 -2.5752
H 3.9365 -6.9561 -1.1920
H -2.4068 -0.8933 -4.0331
O 4.0201 -8.5419 0.0709
C 4.1472 -1.6232 3.8523
C 0.7174 -4.8287 -2.4708
N -2.5605 6.3429 -3.8273
H 2.8627 5.2747 1.1329
H 5.2457 -6.9375 -0.0214
H 2.1803 -0.7249 3.4050
C -4.5264 -3.5488 1.6008
C 4.1074 -1.1267 -0.9729
H -2.3555 -2.7425 -3.8411
N 4.5997 -2.1758 -0.1033
H -3.7774 -1.6264 2.0434
C 3.2615 1.4328 2.0863
O 2.6763 -3.5716 -4.4237
O -2.1453 0.3420 1.9894
C 2.7620 -1.4714 -1.6239
H 2.0708 -1.6221 -0.7792
H 0.4676 -5.5149 -1.6687
H 2.2131 1.6868 2.2943
O 0.6405 -2.7335 0.5848
H 3.6409 -3.4392 2.7167
C 4.1762 -7.1499 -0.1435
H -2.4322 -2.0679 -5.3543
H 2.7272 -2.4231 -2.1712
C -1.1377 4.4097 -3.3166
O -3.9518 -2.7716 3.8300
H 4.7224 -1.7256 5.8133
H -5.9245 -4.4316 0.4449
H 5.4710 -1.5759 -2.6814
H -2.1589 1.5461 -2.1915
H 4.2417 -10.0163 1.4141
H -2.6338 4.4473 4.6729
H -6.3447 -1.4550 -0.9050
C -4.5427 -2.0808 4.9131
C -4.2479 8.6302 7.1303
C 2.6351 5.9298 0.2776
H -2.4031 4.7786 -5.1058
N -5.8140 -3.5352 0.9122
H 3.8221 8.4177 1.3965
C -3.4482 8.3346 5.8797
H -5.9404 -2.9054 -2.9047
H 5.1935 -1.4661 3.5996
C -2.7876 -1.8661 -4.3345
H 2.8148 -6.8452 -4.0390
H -2.1596 7.2725 -3.8533
H 4.1887 -3.7207 4.3913
C 1.5551 -4.3447 -4.7967
H -4.2436 -1.5836 -2.3141
O -0.5177 3.3603 2.2722
H 1.7315 6.4523 0.6132
H -4.4742 9.6919 7.2423
H -2.3616 -3.8094 1.0901
C 3.6022 -3.0682 3.7424
H -1.6968 2.6509 -0.8950
H 5.9996 -0.3701 -1.4705
C -4.7578 -1.2761 -3.2305
H -1.3900 4.9606 5.8897
O -0.4768 1.5648 0.9220
C 3.3065 -6.2302 0.7450
C 1.8721 -6.7158 0.8402
H -2.6170 6.1442 -2.8307
C -3.3255 -3.6171 0.6270
H -7.9859 -2.4186 -4.0565
H 3.2909 7.4439 -1.9556
C 1.3129 4.1894 -0.5853
C 3.1760 -2.7120 -5.4233
H 3.2433 -1.5846 5.6781
H 1.4920 -6.8718 -0.1749
H -4.0461 6.3036 5.8571
H -0.6959 5.0470 -2.5391
B -1.0439 0.1952 0.9715
H -2.4737 8.8023 6.0651
H 2.5200 -1.9742 -5.8843
H 4.5279 6.1548 -0.6393
C 3.8631 6.7835 -0.0459
H 1.8528 -7.7126 1.2894
N 2.5880 -6.0718 -3.4229
H -7.4999 -0.7364 -4.3428
C 5.1411 -0.7734 -2.0235
H -0.3760 3.7242 -3.7130
H 3.3121 -5.3808 -3.5923
H 5.5211 -8.7774 1.5998
N 4.0748 -1.1497 5.2607
```

Output
DFT total energy: -3380.271695 Eh
HOMO level: -7.037 eV
ΔE to the lowest compared entry with this formula, charge and spin: 12.4 kcal per mole
Multiplicity: 1
Charge: -1
Maximum force: 2.67 eV/A

---

> What is the formula in the first record?

C40H98N8O12

---

> What is the HOMO level in the second record?

-7.037 eV